[1]
ORCA calculation (the ωB97M-V functional and the def2-TZVPD basis) on a cluster of 2 separate species, C5H4N2 in total at a distorted geometry.

## Properties
**Kohn-Sham gap (alpha / beta)**: 8.38 / 7.34 eV
**Energy relative to the best compared isomer or geometry (same formula, charge and spin)**: 188.7 kcal/mol
**HOMO (alpha / beta)**: -9.48 / -10.09 eV
**Lowest unoccupied orbital energy (alpha / beta)**: -0.0404 / -0.1011 Eh

Last column: Mulliken charge in e.
CARTESIAN COORDINATES (ANGSTROEM)
N: 0.232 -0.044 1.159  0.1517
N: 0.777 -1.194 0.762  -0.5969
C: 1.200 -0.951 -0.512  -0.4186
C: -1.238 1.421 0.079  0.2294
C: -2.315 2.120 0.102  -0.5771
C: 0.736 0.261 -0.973  -0.2400
C: -0.032 0.769 0.099  0.2368
H: -1.619 -1.300 0.295  0.0323
H: 0.806 0.686 -1.964  0.3983
H: 1.835 -1.675 -1.007  0.4320
H: -0.382 -0.093 1.961  0.3520

***

[2]
ORCA calculation (the ωB97M-V functional and the def2-TZVPD basis) on an isolated molecule of C5H4N2 at a distorted geometry.

## Properties
**Kohn-Sham gap (alpha / beta)**: 8.10 / 7.70 eV
**Energy relative to the best compared isomer or geometry (same formula, charge and spin)**: 150.6 kcal/mol
**HOMO (alpha / beta)**: -9.12 / -8.97 eV
**Lowest unoccupied orbital energy (alpha / beta)**: -0.0375 / -0.0467 Eh

Last column: Mulliken charge in e.
CARTESIAN COORDINATES (ANGSTROEM)
N: -1.340 2.029 1.050  -0.4060
N: -1.157 -1.331 0.621  -0.4250
C: 1.146 -0.259 0.064  -0.2449
C: -1.192 1.041 0.456  0.4293
C: 0.123 -1.165 -0.134  0.3333
C: 1.455 0.761 -0.701  -0.6114
C: -1.095 -0.221 -0.223  -0.2811
H: 2.341 1.380 -0.781  0.2771
H: 0.301 -1.946 -0.861  0.3542
H: 0.565 0.954 -1.347  0.2757
H: -1.158 -1.090 1.610  0.2990

***

[3]
ORCA calculation (the ωB97M-V functional and the def2-TZVPD basis) on an isolated molecule of C5H4N2 at a distorted geometry.

## Properties
**Kohn-Sham gap (alpha / beta)**: 7.78 / 8.71 eV
**Energy relative to the best compared isomer or geometry (same formula, charge and spin)**: 130.6 kcal/mol
**HOMO (alpha / beta)**: -9.20 / -8.92 eV
**Lowest unoccupied orbital energy (alpha / beta)**: -0.0521 / -0.0076 Eh

Last column: Mulliken charge in e.
CARTESIAN COORDINATES (ANGSTROEM)
N: -2.127 0.998 1.057  -0.3780
N: -0.164 1.625 -0.410  -0.5760
C: 1.398 -0.199 -0.681  -0.4558
C: 0.121 0.372 -0.284  0.3654
C: 2.459 -0.652 -1.028  0.3617
C: -1.790 -0.186 1.266  -0.0576
C: -0.786 -0.572 0.303  -0.6447
H: -0.864 -1.568 -0.129  0.3653
H: 0.680 2.156 -0.645  0.2565
H: 3.402 -1.054 -1.329  0.4108
H: -2.328 -0.920 1.880  0.3524

***

[4]
ORCA calculation (the ωB97M-V functional and the def2-TZVPD basis) on an isolated molecule of C5H4N2.

## Properties
**Kohn-Sham gap**: 9.72 eV
**Energy relative to the best compared isomer or geometry (same formula, charge and spin)**: 85.7 kcal/mol
**HOMO**: -9.42 eV
**Lowest unoccupied orbital energy**: 0.0110 Eh
**Structure (SMILES)**: C#Cc1ccn[nH]1

Last column: Mulliken charge in e.
CARTESIAN COORDINATES (ANGSTROEM)
N: -0.552 1.155 0.439  0.2794
N: -1.828 0.810 0.265  -0.7901
C: -0.464 -0.938 -0.218  -0.3184
C: 2.945 0.314 0.111  -0.7437
C: 1.707 0.268 0.199  0.2159
C: 0.302 0.139 0.179  0.4750
C: -1.781 -0.448 -0.155  -0.4434
H: -2.697 -0.968 -0.400  0.4514
H: 2.783 -0.491 -0.681  0.2611
H: -0.310 2.071 0.783  0.2425
H: -0.104 -1.911 -0.522  0.3704